Record 1
C6H7ClIN2O2 as an isolated structure in a non-equilibrium geometry, computed with ωB97M-V/def2-TZVPD.

```
19
Properties=species:S:1:pos:R:3:forces:R:3
C 0.621898 0.714371 0.166052 -3.42 1.71 -1.08
C 0.637495 1.150272 -1.288938 1.03 -1.17 -0.01
C 1.330589 -0.283779 0.797320 0.36 -0.99 2.44
C 0.712213 -0.491117 2.079377 2.88 -1.57 -1.48
C -0.354951 0.384583 2.160646 -1.91 2.24 -2.02
C -0.028078 0.239893 -2.286434 -0.74 3.99 -0.19
N -0.491715 1.096079 0.939192 2.41 -1.77 0.95
N -1.426162 2.015483 0.685509 -1.88 0.65 1.91
O -1.454798 2.501884 -0.462269 1.06 -0.41 -1.03
O 1.451373 1.950070 -1.662181 0.53 1.06 0.05
Cl 0.338467 -2.910640 -0.986619 -0.02 -0.30 -0.04
I -2.211397 -2.676781 1.466237 0.00 0.35 0.31
H -0.724659 -2.762435 -0.147030 0.31 -0.08 -0.09
H 2.191190 -0.662875 0.250774 -0.17 -0.53 0.83
H 0.936169 -1.165224 2.940382 0.11 0.58 -1.27
H -0.946841 0.661481 2.995349 -0.54 0.01 0.39
H 0.155843 -0.709230 -2.052849 0.52 -3.89 0.86
H 0.328489 0.499400 -3.249942 0.75 0.19 -0.91
H -1.065124 0.448567 -2.344575 -1.27 -0.08 0.40
```
Forces are in eV/Å.

Highest occupied orbital energy (alpha / beta) (eV): -3.087 / -4.934
Orbital gap (alpha / beta) (eV): 6.343 / 4.948
Relative energy (zero: lowest compared OMol25 entry of this formula, charge and spin) (kJ/mol): 0.0
2S+1: 3
Net charge: -1

Löwdin atomic charge list, values in e, 5 entries: -0.11 -0.40 -0.06 -0.10 -0.06

***

Record 2
One molecule with the formula C6H7ClN2O2 in a non-equilibrium geometry, computed with ωB97M-V/def2-TZVPD.

```
18
Properties=species:S:1:pos:R:3:forces:R:3
C 0.051538 0.478715 -1.582023 6.70 -0.54 -0.78
C 0.349836 -1.068417 0.296492 -0.65 1.04 0.96
C -1.277076 0.725871 -1.345175 -3.29 -0.82 -0.45
C 0.917767 -0.309873 -0.845729 -1.92 -0.03 1.03
C -0.349018 -0.602828 1.377755 1.08 1.09 -1.30
C -0.226713 0.739516 2.115176 4.42 -0.34 -1.60
N -1.759128 0.827326 -0.190294 -0.27 0.69 0.77
N 2.325059 -0.745083 -1.266136 -0.14 0.19 -0.84
O 2.773446 -0.198470 -2.261671 -0.27 -0.07 0.48
O 2.912252 -1.619601 -0.639952 -1.18 1.00 -0.19
Cl -1.423211 -1.712677 2.138107 -0.06 -0.30 0.41
H 0.456346 0.966973 -2.487615 -0.05 -0.54 0.37
H 0.193103 -2.101579 0.106864 0.24 -0.92 -0.18
H -1.843502 0.586309 -2.295069 -0.24 0.58 0.56
H 0.020734 1.664620 1.411550 -0.27 -2.30 1.52
H 0.662079 0.490556 2.852196 -1.47 0.97 -1.30
H -1.025066 0.987194 2.714189 -2.06 0.32 1.05
H -2.758445 0.891447 -0.098664 -0.56 -0.02 -0.51
```
Forces are in eV/Å.

Highest occupied orbital energy (eV): -9.189
Orbital gap (eV): 8.141
Relative energy (zero: lowest compared OMol25 entry of this formula, charge and spin) (kJ/mol): 533.2
Structure (SMILES): [H]/N=C/C=C(\C=C(/C)Cl)[N+](=O)[O-]
Net charge: 0

Löwdin atomic charge list, values in e, 5 entries: -0.03 -0.12 -0.25 -0.07 -0.73

***

Record 3
One molecule with the formula C6H7ClO in a non-equilibrium geometry, computed with ωB97M-V/def2-TZVPD.

```
15
Properties=species:S:1:pos:R:3:forces:R:3
C -2.227715 -0.304069 -0.219588 -1.26 0.08 1.87
C -0.752996 0.273697 0.023188 0.21 1.39 -1.97
C 0.255862 -0.470959 -0.817688 1.66 -2.22 1.04
C 2.242255 0.668348 -0.258701 -0.78 -1.16 -0.10
C 1.704739 0.431422 0.916157 -4.25 -1.78 -2.14
C 0.332569 -0.373289 0.858163 0.75 0.34 -0.67
H -2.877338 -0.298236 0.768745 1.54 0.27 -1.65
H -3.014184 0.270993 -0.996157 2.96 -1.75 1.64
H -2.025502 -1.436488 -0.335320 -0.79 1.79 -0.57
H -0.130563 -1.447760 -1.359335 1.38 2.39 0.85
H 3.155796 1.144224 -0.560851 0.19 0.09 0.15
H 2.251067 0.483965 1.720109 2.33 0.77 4.68
H 0.000729 -1.073555 1.705216 0.86 0.83 -1.62
O 1.593393 0.061555 -1.256743 -3.66 -0.71 -1.64
Cl -0.508113 2.070156 -0.187201 -1.14 -0.34 0.13
```
Forces are in eV/Å.

Highest occupied orbital energy (eV): -8.762
Orbital gap (eV): 9.616
Relative energy (zero: lowest compared OMol25 entry of this formula, charge and spin) (kJ/mol): 421.9
Structure (SMILES): C[C@@]1(Cl)[C@@H]2C=CO[C@@H]21
Net charge: 0

Löwdin atomic charge list, values in e, 5 entries: -0.09 -0.76 -0.14 -0.19 -0.07

***

Record 4
A 2-piece molecular cluster, C6H7ClO3Si overall in a non-equilibrium geometry, computed with ωB97M-V/def2-TZVPD.

```
18
Properties=species:S:1:pos:R:3:forces:R:3
C -2.260834 -0.979180 -0.403436 3.00 0.67 -0.99
C -1.390552 -0.945018 -1.500889 1.05 0.78 -0.17
C -2.026613 -0.235202 0.702917 1.71 3.17 1.15
C -0.235281 -0.123450 -1.432192 -1.83 -1.40 -0.60
C -0.979833 0.726646 0.704385 -0.01 -0.79 -1.60
C -0.044937 0.661963 -0.334062 0.89 1.45 0.36
O 2.182098 2.309382 -1.590174 -0.02 -0.57 0.62
O 2.039561 1.636732 1.131230 2.98 1.27 3.15
O 2.281060 -1.349082 0.956491 0.09 0.04 -0.29
Si 1.586833 1.607306 -0.367662 -1.52 0.34 -2.22
Cl 0.716818 -2.029940 0.872662 1.20 -0.30 0.85
H -2.988012 -1.648450 -0.245951 -2.83 -2.58 -0.44
H -1.504221 -1.530574 -2.407696 -0.39 -0.11 0.27
H -2.618737 -0.297834 1.588850 -0.68 -0.09 0.23
H 0.485998 -0.063274 -2.227963 0.01 -0.31 -0.38
H -0.856155 1.638926 1.246916 -0.38 -0.26 1.55
H 2.716136 -1.450029 1.831502 -1.09 -0.32 -0.38
H 2.896673 2.071073 1.475077 -2.18 -1.00 -1.09
```
Forces are in eV/Å.

Highest occupied orbital energy (eV): -9.312
Orbital gap (eV): 9.013
Relative energy (zero: lowest compared OMol25 entry of this formula, charge and spin) (kJ/mol): 173.3
Structure (SMILES): O=[Si](O)c1ccccc1.OCl
Net charge: 0

Löwdin atomic charge list, values in e, 5 entries: -0.10 -0.06 -0.10 -0.14 -0.09

***

Record 5
One molecule with the formula C6H7ClO4, computed with ωB97M-V/def2-TZVPD.

```
18
Properties=species:S:1:pos:R:3:forces:R:3
C -3.438436 -1.650275 -0.319289 0.18 -0.36 -0.38
C -2.773439 -0.369231 0.070976 -0.51 0.32 0.62
C -0.690938 0.707462 -0.353845 -0.20 0.11 0.14
C 1.512189 1.405741 -0.171705 0.09 0.03 0.14
C 2.774253 1.168020 0.171462 0.00 -0.08 -0.31
C 3.278644 -0.153740 0.688563 -0.14 0.44 0.40
H -3.387753 -1.767876 -1.415588 -0.11 0.09 0.41
H -2.921077 -2.522696 0.106514 -0.08 0.38 -0.05
H -4.468766 -1.620466 0.025990 0.05 -0.03 -0.12
H 1.104605 2.347361 -0.556018 0.29 -0.47 0.21
H 3.497492 1.975219 0.031155 -0.26 -0.29 0.07
H 2.483116 -0.883943 0.779027 -0.07 0.04 -0.01
H 3.748274 -0.025254 1.673229 -0.06 -0.06 -0.36
O -3.300566 0.560239 0.605684 0.47 -0.39 -0.40
O -1.407013 -0.434482 -0.179727 -0.09 0.03 -0.22
O -1.086478 1.755234 -0.756498 -0.01 -0.25 -0.01
O 0.563191 0.391868 -0.011545 0.43 0.36 -0.10
Cl 4.512696 -0.883178 -0.388381 0.02 0.13 -0.03
```
Forces are in eV/Å.

Highest occupied orbital energy (eV): -9.967
Orbital gap (eV): 10.609
Relative energy (zero: lowest compared OMol25 entry of this formula, charge and spin) (kJ/mol): 0.0
Structure (SMILES): CC(=O)OC(=O)O/C=C\CCl
Net charge: 0

Löwdin atomic charge list, values in e, 5 entries: 0.02 -0.47 -0.53 -0.07 -0.14

***

Record 6
One molecule with the formula C6H7ClS in a non-equilibrium geometry, computed with ωB97M-V/def2-TZVPD.

```
15
Properties=species:S:1:pos:R:3:forces:R:3
C -0.042446 0.997776 -0.836310 1.65 -0.89 1.87
C 1.179932 1.145546 0.025713 -0.01 -3.76 -0.30
C 0.200852 -0.101292 0.330003 0.79 1.16 -1.80
C 0.553339 -1.586147 0.040199 -0.96 1.40 -0.34
C -0.709618 0.141830 1.404200 -5.48 0.67 1.43
C -1.864214 0.384338 1.884222 2.21 2.39 1.21
H -0.945385 -0.419971 -2.448564 1.56 1.45 -0.34
H -0.741975 1.762401 -0.593159 -0.91 0.02 0.11
H 1.237944 1.763549 0.870303 -0.15 1.27 0.61
H 2.140322 0.709021 -0.268207 -0.28 0.62 -0.42
H 1.374076 -1.907271 -0.514476 1.85 1.07 -1.42
H 0.801546 -2.100972 0.919443 -0.68 -0.61 1.76
H -2.615144 1.137700 2.595177 2.56 -3.08 -2.43
S 0.123573 0.548021 -2.517020 -1.45 -1.58 -0.41
Cl -0.692803 -2.474530 -0.891525 -0.69 -0.13 0.46
```
Forces are in eV/Å.

Highest occupied orbital energy (eV): -8.862
Orbital gap (eV): 9.619
Relative energy (zero: lowest compared OMol25 entry of this formula, charge and spin) (kJ/mol): 394.6
Structure (SMILES): C#C[C@]1(CCl)C[C@H]1S
Net charge: 0

Löwdin atomic charge list, values in e, 5 entries: -0.63 -0.07 -0.44 -0.50 -0.14

***

Record 7
One molecule with the formula C6H7ClS2 in a non-equilibrium geometry, computed with ωB97M-V/def2-TZVPD.

```
16
Properties=species:S:1:pos:R:3:forces:R:3
C 0.179820 1.490749 -0.897130 -1.41 -1.18 -1.77
C 1.133051 1.304523 0.008845 0.69 0.95 0.02
C -0.896282 0.544736 -1.125677 2.64 -0.78 3.78
C 1.166806 0.101362 0.851284 -0.70 0.73 1.73
C -0.214154 -0.422133 1.060734 -1.63 0.92 2.15
C -0.989973 -0.694390 -0.166028 -0.35 0.65 -1.59
S -1.947398 0.763590 -2.303122 -2.47 0.31 -2.68
S -0.288677 -2.055614 -1.107051 0.34 -0.75 -0.77
Cl -2.758829 -0.945023 0.164305 0.10 -0.21 0.32
H 0.323566 2.170324 -1.739369 -0.03 0.36 0.60
H 1.979353 1.924073 -0.200960 0.73 0.22 0.69
H 1.847918 -0.495603 0.331726 1.04 -1.83 -0.39
H 1.386249 0.117111 1.938653 1.25 1.00 -0.75
H -0.177433 -1.260239 1.809265 -0.43 0.53 -0.96
H -0.755299 0.476472 1.563209 0.64 -1.60 -0.47
H 0.011281 -3.019940 -0.188684 -0.39 0.68 0.08
```
Forces are in eV/Å.

Highest occupied orbital energy (alpha / beta) (eV): -6.813 / -9.449
Orbital gap (alpha / beta) (eV): 7.468 / 6.944
2S+1: 3
Net charge: 0

Löwdin atomic charge list, values in e, 5 entries: -0.15 -0.10 -0.88 -0.22 -0.32

***

Record 8
One molecule with the formula C6H7F in a non-equilibrium geometry, computed with ωB97M-V/def2-TZVPD.

```
14
Properties=species:S:1:pos:R:3:forces:R:3
C 3.006359 0.973748 -0.043313 -1.02 -0.79 -1.92
C 2.484482 -0.502993 0.055401 -1.04 0.56 -0.20
C 0.983823 -0.636548 -0.011163 0.76 0.25 0.47
C -0.215443 -0.768172 -0.001843 0.07 0.65 -0.42
C -1.640590 -0.931812 -0.065882 0.45 -1.27 0.37
C -2.598514 -0.017840 0.018096 -0.58 -0.80 -0.24
H 2.517700 1.423501 0.776629 0.00 1.08 1.01
H 2.738532 1.573845 -0.966744 -0.03 -1.09 0.88
H 4.077849 0.984517 -0.001593 0.52 0.05 0.45
H 2.838570 -1.164784 -0.725582 0.53 -0.04 -0.08
H 2.834670 -0.859547 1.039322 -0.20 -0.16 -0.47
H -1.931800 -2.006029 -0.105329 -0.19 1.04 0.07
H -3.661477 -0.287373 0.062700 0.50 0.22 -0.11
F -2.392749 1.293064 0.023647 0.24 0.29 0.17
```
Forces are in eV/Å.

Highest occupied orbital energy (eV): -8.879
Orbital gap (eV): 9.907
Relative energy (zero: lowest compared OMol25 entry of this formula, charge and spin) (kJ/mol): 150.2
Structure (SMILES): CCC#C/C=C\F
Net charge: 0

Löwdin atomic charge list, values in e, 5 entries: -0.10 -0.23 -0.02 -0.04 -0.11

***

Number 1: total energy -1250.61979 Ha. Number 2: total energy -952.81402 Ha. Number 3: total energy -768.10348 Ha. Number 4: total energy -1208.20310 Ha. Number 5: total energy -993.98896 Ha. Number 6: total energy -1091.02848 Ha. Number 7: total energy -1489.26233 Ha. Number 8: total energy -332.59231 Ha.